## i
ORCA calculation (ωB97M-V/def2-TZVPD) on a 2-piece molecular cluster, C6H10NO overall.

Each line ends with the Löwdin charge.
Element x y z (Å)
C1 -2.46 -1.08 -0.32  0.04
C2 -1.45 -1.51 0.41  0.24
C3 -1.58 -0.03 -0.60  0.17
C4 1.51 0.59 -1.05  0.00
C5 1.46 -0.59 1.20  0.00
C6 0.70 0.11 0.13  -0.44
N1 -0.36 -0.72 -0.36  0.00
O1 -1.76 2.13 0.43  -0.06
H1 -3.49 -1.15 -0.44  0.12
H2 2.36 0.00 -1.23  0.07
H3 0.92 0.67 -1.95  0.09
H4 1.83 1.65 -0.79  0.14
H5 1.67 -1.54 0.84  0.09
H6 0.82 -0.65 2.03  0.08
H7 2.23 0.10 1.42  0.10
H8 0.35 1.00 0.67  0.15
H9 -0.11 -1.19 -1.22  0.20
H10 -2.63 2.20 0.82  0.01

As for the total charge: +1. Its HOMO energy (alpha / beta) is -0.5389 / -0.5382 hartree. The frontier orbital gap (alpha / beta) comes out at 7.17 / 7.16 eV. The value obtained for the molecular weight is 112.152 g/mol.



## ii
ORCA calculation (ωB97M-V/def2-TZVPD) on an isolated ion of composition C6H10NO and charge +1.

Each line ends with the Löwdin charge.
Element x y z (Å)
C1 0.07 -0.08 -0.16  -0.23
C2 0.25 -1.51 0.27  -0.10
C3 0.43 -1.35 1.78  -0.12
C4 0.48 0.17 2.01  -0.16
C5 -0.33 0.42 -1.46  -0.19
C6 -0.63 1.85 -1.60  0.03
N1 0.10 0.75 0.80  0.16
O1 -0.37 -0.38 -2.44  0.24
H1 -0.73 -1.93 0.03  0.13
H2 1.03 -2.11 -0.21  0.13
H3 -0.39 -1.96 2.18  0.13
H4 1.48 -1.64 2.03  0.13
H5 -0.11 0.64 2.80  0.15
H6 1.49 0.41 2.11  0.12
H7 -0.59 2.36 -2.61  0.13
H8 0.16 2.35 -1.08  0.10
H9 -1.59 2.02 -1.14  0.13
H10 -0.74 -0.03 -3.30  0.21

As for the total charge: +1. Its HOMO energy is -0.5393 hartree. The frontier orbital gap comes out at 8.73 eV. The value obtained for the molecular weight is 112.152 g/mol.



Computed relative energies in units of kJ/mol: i 830.9; ii 0.0



## i
ORCA calculation (ωB97M-V/def2-TZVPD) on one molecule with the formula C4H6N2.

Each line ends with the Löwdin charge.
Element x y z (Å)
C1 -1.85 -0.16 -0.12  -0.04
C2 -0.36 -0.21 -0.09  -0.35
C3 0.48 -1.37 -0.08  -0.06
C4 1.70 -0.74 -0.10  -0.18
N1 1.69 0.69 -0.02  -0.02
N2 0.33 0.94 -0.02  0.02
H1 -2.25 0.00 0.89  0.09
H2 -2.23 0.63 -0.77  0.08
H3 -2.22 -1.13 -0.48  0.08
H4 2.72 -1.11 -0.10  0.09
H5 1.98 0.55 0.97  0.15
H6 0.01 1.90 -0.08  0.16

Its SMILES is CC1=C=CNN1. Its HOMO energy is -0.2825 hartree. The frontier orbital gap comes out at 8.41 eV. The value obtained for the molecular weight is 82.106 g/mol.



## ii
ORCA calculation (ωB97M-V/def2-TZVPD) on one molecule with the formula C4H6N2.

Each line ends with the Löwdin charge.
Element x y z (Å)
C1 -1.79 -0.26 -0.36  -0.01
C2 -0.44 -0.20 -0.29  -0.34
C3 0.73 -0.98 -0.39  -0.08
C4 1.76 -0.27 0.21  -0.21
N1 1.48 0.93 0.73  -0.01
N2 0.06 1.05 0.40  0.03
H1 -2.37 0.65 -0.42  0.04
H2 -2.31 -1.21 -0.45  0.04
H3 -0.55 1.00 1.21  0.16
H4 0.79 -1.95 -0.86  0.09
H5 2.80 -0.59 0.28  0.11
H6 -0.08 1.93 -0.08  0.17

Its HOMO energy is -0.2543 hartree. The frontier orbital gap comes out at 7.67 eV. The value obtained for the molecular weight is 82.106 g/mol.



## iii
ORCA calculation (ωB97M-V/def2-TZVPD) on one molecule with the formula C4H6N2.

Each line ends with the Löwdin charge.
Element x y z (Å)
C1 1.05 -1.09 0.24  -0.04
C2 0.52 0.32 0.44  -0.32
N1 0.30 1.33 -0.59  0.06
C3 -0.85 0.84 0.16  -0.28
C4 -1.89 0.09 -0.51  -0.18
N2 -2.75 -0.46 -1.05  0.15
H1 1.44 -1.25 -0.77  0.08
H2 1.90 -1.19 0.94  0.08
H3 0.32 -1.86 0.47  0.08
H4 0.93 0.79 1.34  0.13
H5 0.30 0.92 -1.52  0.10
H6 -1.27 1.57 0.86  0.14

Its SMILES is C[C@H]1N[C@H]1C#N. Its HOMO energy is -0.3682 hartree. The frontier orbital gap comes out at 10.94 eV. The value obtained for the molecular weight is 82.106 g/mol.



## iv
ORCA calculation (ωB97M-V/def2-TZVPD) on one molecule with the formula C4H6N2.

Each line ends with the Löwdin charge.
Element x y z (Å)
N1 1.38 -1.49 -0.38  0.10
C1 -0.27 0.03 0.09  -0.14
C2 -0.87 1.18 -0.57  -0.09
C3 -0.32 1.28 0.85  -0.09
C4 0.03 -1.36 0.06  -0.59
N2 -0.91 -2.06 0.50  0.23
H1 2.05 -1.90 0.23  0.07
H2 1.55 -1.60 -1.36  0.08
H3 -1.93 1.10 -0.75  0.11
H4 -0.30 1.69 -1.35  0.11
H5 0.59 1.86 0.99  0.11
H6 -1.00 1.27 1.69  0.11

Its HOMO energy (alpha / beta) is -0.3376 / -0.2909 hartree. The frontier orbital gap (alpha / beta) comes out at 9.63 / 7.85 eV. The value obtained for the molecular weight is 82.106 g/mol.



Computed relative energies in units of kJ/mol: i 219.3; ii 160.8; iii 0.0; iv 338.8



## i
ORCA calculation (ωB97M-V/def2-TZVPD) on one molecule with the formula C4H6N2.

Each line ends with the Löwdin charge.
Element x y z (Å)
N1 2.85 0.10 -0.92  0.14
C1 1.88 -0.05 -0.31  -0.17
C2 0.66 -0.26 0.50  -0.33
C3 -0.37 0.89 0.42  -0.11
C4 -1.27 -0.08 -0.36  -0.19
N2 -0.34 -1.18 -0.05  -0.01
H1 0.99 -0.53 1.51  0.14
H2 -0.76 1.17 1.40  0.11
H3 -0.03 1.78 -0.10  0.11
H4 -1.39 0.18 -1.43  0.11
H5 -2.27 -0.23 0.07  0.10
H6 -0.04 -1.77 -0.81  0.11

Its SMILES is N#C[C@H]1CCN1. Its HOMO energy is -0.3556 hartree. The frontier orbital gap comes out at 10.62 eV. The value obtained for the molecular weight is 82.106 g/mol.



## ii
ORCA calculation (ωB97M-V/def2-TZVPD) on one molecule with the formula C4H6N2.

Each line ends with the Löwdin charge.
Element x y z (Å)
C1 -0.48 -1.51 -0.14  -0.18
N1 -1.66 -1.00 0.01  0.05
N2 -1.52 0.28 0.51  -0.10
C2 -0.91 1.21 -0.49  -0.06
C3 -0.11 0.62 0.60  -0.27
C4 0.67 -0.72 0.34  -0.13
H1 -0.43 -2.52 -0.53  0.10
H2 -1.18 2.20 -0.42  0.08
H3 -0.73 0.88 -1.45  0.09
H4 0.17 1.02 1.61  0.14
H5 1.09 -1.11 1.35  0.14
H6 1.36 -0.63 -0.57  0.13

Its SMILES is C1=NN2C[C@@H]2C1. Its HOMO energy is -0.3354 hartree. The frontier orbital gap comes out at 10.16 eV. The value obtained for the molecular weight is 82.106 g/mol.



Computed relative energies in units of kJ/mol: i 0.0; ii 152.9



## i
ORCA calculation (ωB97M-V/def2-TZVPD) on C38H29N3O5SiZr as an isolated structure.

Each line ends with the Löwdin charge.
Element x y z (Å)
Zr1 0.25 2.01 0.12  1.91
O1 -2.92 -0.20 1.58  0.06
C1 -2.21 -1.06 2.34  -0.27
C2 -2.92 -1.93 3.15  0.00
C3 -2.25 -2.81 3.99  -0.08
C4 -0.87 -2.84 4.03  -0.09
C5 -0.15 -1.99 3.20  -0.03
C6 -0.81 -1.11 2.35  -0.10
C7 -0.08 -0.15 1.49  -0.51
O2 0.10 1.06 1.98  -0.17
N1 0.26 -0.33 0.25  -0.03
N2 -1.75 1.69 -0.43  -0.13
C8 -2.61 2.47 -0.95  -0.21
C9 -2.46 3.89 -1.25  -0.16
C10 -3.54 4.60 -1.78  -0.05
C11 -3.46 5.96 -2.01  -0.09
C12 -2.28 6.63 -1.70  -0.08
C13 -1.20 5.95 -1.17  -0.02
C14 -1.27 4.57 -0.94  -0.33
O3 -0.21 3.94 -0.43  -0.27
H1 -2.39 0.31 0.93  0.04
H2 -4.00 -1.89 3.12  0.12
H3 -2.83 -3.48 4.62  0.10
H4 -0.35 -3.53 4.68  0.10
H5 0.93 -2.01 3.20  0.12
H6 -3.62 2.08 -1.19  0.11
H7 -4.45 4.06 -2.00  0.11
H8 -4.30 6.49 -2.42  0.10
H9 -2.21 7.69 -1.87  0.10
H10 -0.28 6.46 -0.93  0.11
O4 3.90 0.76 0.23  0.10
C15 3.11 1.68 0.15  -0.57
O5 2.17 1.84 -0.75  -0.18
C16 3.08 2.81 1.17  -0.17
C17 4.19 3.33 1.81  0.02
C18 4.00 4.39 2.68  -0.03
C19 2.71 4.87 2.90  -0.04
C20 1.66 4.27 2.24  -0.09
N3 1.84 3.26 1.39  0.00
H11 5.16 2.91 1.61  0.13
H12 4.84 4.84 3.19  0.11
H13 2.53 5.69 3.58  0.11
H14 0.64 4.60 2.39  0.13
C21 -3.81 -3.62 -1.90  -0.09
C22 -3.69 -2.26 -1.65  -0.07
C23 -2.47 -1.74 -1.24  -0.09
C24 -1.36 -2.56 -1.06  -0.24
C25 -1.49 -3.92 -1.35  -0.10
C26 -2.71 -4.45 -1.76  -0.08
Si1 0.32 -1.84 -0.67  0.68
C27 1.36 -3.01 0.36  -0.22
C28 2.71 -2.73 0.58  -0.08
C29 3.49 -3.53 1.41  -0.08
C30 2.92 -4.63 2.05  -0.09
C31 1.58 -4.92 1.85  -0.09
C32 0.81 -4.11 1.03  -0.11
C33 1.11 -1.41 -2.32  -0.21
C34 0.41 -1.66 -3.50  -0.09
C35 0.96 -1.36 -4.74  -0.09
C36 2.23 -0.80 -4.81  -0.09
C37 2.94 -0.55 -3.65  -0.08
C38 2.38 -0.84 -2.41  -0.10
H15 -4.76 -4.03 -2.22  0.10
H16 -4.55 -1.61 -1.77  0.10
H17 -2.38 -0.67 -1.09  0.07
H18 -0.64 -4.58 -1.26  0.10
H19 -2.79 -5.51 -1.98  0.10
H20 3.17 -1.87 0.10  0.08
H21 4.53 -3.29 1.57  0.10
H22 3.52 -5.25 2.69  0.10
H23 1.13 -5.76 2.35  0.10
H24 -0.25 -4.33 0.92  0.10
H25 -0.58 -2.10 -3.46  0.09
H26 0.40 -1.56 -5.64  0.10
H27 2.67 -0.57 -5.78  0.10
H28 3.93 -0.11 -3.70  0.11
H29 2.95 -0.61 -1.52  0.06

Its HOMO energy is -0.3085 hartree. The frontier orbital gap comes out at 7.99 eV. The value obtained for the molecular weight is 726.976 g/mol.



## ii
ORCA calculation (ωB97M-V/def2-TZVPD) on C38H29N3O5SiZr as an isolated structure.

Each line ends with the Löwdin charge.
Element x y z (Å)
Zr1 -0.10 0.96 0.09  1.74
O1 4.28 0.35 -0.96  0.07
C1 4.48 1.59 -1.45  -0.25
C2 5.67 1.80 -2.14  -0.01
C3 5.97 3.03 -2.68  -0.08
C4 5.08 4.10 -2.54  -0.09
C5 3.90 3.90 -1.86  -0.03
C6 3.58 2.66 -1.30  -0.08
C7 2.31 2.51 -0.57  -0.38
O2 1.94 1.30 -0.17  -0.25
N1 1.59 3.56 -0.30  0.09
N2 0.47 3.16 0.42  -0.11
C8 -0.13 4.05 1.12  -0.04
C9 -1.15 3.73 2.09  -0.14
C10 -1.84 4.79 2.72  -0.04
C11 -2.73 4.56 3.74  -0.09
C12 -2.93 3.25 4.18  -0.07
C13 -2.26 2.19 3.60  -0.03
C14 -1.38 2.41 2.53  -0.35
O3 -0.77 1.38 1.96  -0.29
H1 3.38 0.30 -0.59  0.07
H2 6.35 0.96 -2.23  0.12
H3 6.90 3.17 -3.21  0.10
H4 5.31 5.06 -2.97  0.10
H5 3.19 4.71 -1.74  0.11
H6 0.21 5.08 1.04  0.14
H7 -1.64 5.80 2.38  0.12
H8 -3.25 5.38 4.20  0.10
H9 -3.61 3.06 5.00  0.11
H10 -2.39 1.18 3.94  0.12
O4 -1.51 1.05 -3.85  0.13
C15 -1.43 1.07 -2.65  -0.55
O5 -0.33 1.10 -1.93  -0.21
C16 -2.66 1.04 -1.78  -0.17
C17 -3.93 0.91 -2.31  0.03
C18 -5.00 0.86 -1.43  -0.03
C19 -4.77 0.93 -0.07  -0.03
C20 -3.47 1.05 0.38  -0.09
N3 -2.43 1.11 -0.46  0.03
H11 -4.04 0.85 -3.38  0.13
H12 -6.01 0.75 -1.81  0.12
H13 -5.58 0.89 0.65  0.11
H14 -3.24 1.10 1.44  0.10
C21 -3.79 -3.27 -1.99  -0.10
C22 -3.85 -2.69 -0.73  -0.10
C23 -2.68 -2.30 -0.10  -0.13
C24 -1.42 -2.49 -0.69  -0.30
C25 -1.39 -3.08 -1.96  -0.09
C26 -2.56 -3.46 -2.60  -0.08
Si1 0.11 -1.85 0.23  0.69
C27 1.63 -2.36 -0.77  -0.31
C28 2.64 -3.18 -0.24  -0.09
C29 3.77 -3.49 -0.99  -0.09
C30 3.92 -2.99 -2.27  -0.09
C31 2.93 -2.17 -2.81  -0.09
C32 1.81 -1.85 -2.06  -0.13
C33 0.14 -2.72 1.89  -0.31
C34 -0.14 -4.09 1.99  -0.10
C35 -0.09 -4.75 3.21  -0.09
C36 0.23 -4.05 4.36  -0.10
C37 0.50 -2.69 4.29  -0.09
C38 0.45 -2.04 3.07  -0.11
H15 -4.70 -3.57 -2.50  0.10
H16 -4.80 -2.55 -0.24  0.10
H17 -2.73 -1.87 0.90  0.10
H18 -0.44 -3.24 -2.45  0.09
H19 -2.51 -3.91 -3.59  0.10
H20 2.54 -3.58 0.76  0.10
H21 4.54 -4.12 -0.56  0.10
H22 4.80 -3.23 -2.85  0.10
H23 3.05 -1.76 -3.81  0.11
H24 1.06 -1.19 -2.49  0.09
H25 -0.40 -4.65 1.09  0.11
H26 -0.31 -5.81 3.26  0.10
H27 0.27 -4.56 5.32  0.10
H28 0.75 -2.14 5.19  0.10
H29 0.66 -0.97 3.03  0.08

Its HOMO energy is -0.2806 hartree. The frontier orbital gap comes out at 6.80 eV. The value obtained for the molecular weight is 726.976 g/mol.



Computed relative energies in units of kJ/mol: i 0.0; ii 152.4